No. 1
The following is a DFT calculation (ωB97M-V/def2-TZVPD) of an isolated molecule of C11H8O2 at a distorted geometry.

Output
relative energy (zero: lowest compared OMol25 entry of this formula, charge and spin)	153.7	kJ/mol
structure (SMILES)	O=c1occcc1-c1ccccc1
E	-15630.3317	eV
E_LUMO	-0.0130	Eh
max |F|	3.81	eV/A
HOMO	-8.40	eV

ORCA input file:
```
! RIJCOSX wB97M-V def2-TZVPD def2/J DEFGRID3
* xyz 0 1
C 2.6820 -1.5008 0.2168
H -3.4715 -2.1240 -0.7540
C -2.9811 1.0196 0.3393
H -0.9793 -2.0968 -0.6112
C -3.6860 -0.0830 -0.1456
H -0.9647 1.9302 0.9814
C 3.3941 -0.3370 -0.0828
O 2.8093 0.8874 -0.2396
C -2.9528 -1.2481 -0.3650
H 4.4989 -0.1623 0.0171
C 1.2579 -1.4374 0.3116
H 0.6533 -2.3538 0.6058
H -3.5045 2.0168 0.3662
C 1.4355 0.9806 -0.1259
H -4.7706 -0.1203 -0.3821
C -0.8213 -0.0804 0.1718
O 0.9793 2.0787 -0.3807
H 3.4380 -2.3701 0.3569
C -1.5920 1.0508 0.5350
C 0.6223 -0.2295 0.1496
C -1.5601 -1.2095 -0.2744
*
```

***

No. 2
The following is a DFT calculation (ωB97M-V/def2-TZVPD) of C11H9AsClMnN3O4S4 as an isolated structure at a distorted geometry.

Output
⟨S²⟩	6.203
relative energy (zero: lowest compared OMol25 entry of this formula, charge and spin)	41.9	kJ/mol
E	-172242.2046	eV
E_LUMO (spin up / spin down)	0.0381 / 0.0688	Eh
max |F|	1.27	eV/A
HOMO (spin up / spin down)	-4.47 / -4.47	eV

ORCA input file:
```
! RIJCOSX wB97M-V def2-TZVPD def2/J DEFGRID3
* xyz -1 5
H 1.3023 -2.5740 -0.6000
O 1.1963 1.6281 4.8340
H 2.2841 2.9600 -0.0878
C 0.4572 0.5304 2.8769
H -0.3483 -0.0798 -1.5713
H -0.3765 -0.9758 4.5677
H 1.5240 2.6162 -4.2689
O -1.5871 -2.2697 1.5677
C 0.5906 0.6979 4.3576
C -1.0396 -1.6495 2.5284
O 0.0293 -0.2265 5.1051
H 0.7785 -3.3248 0.7647
C 0.3353 0.7331 -1.7262
H 0.4982 -3.9930 -0.7100
As -3.3733 -1.1341 -2.5992
C 1.0032 1.3608 1.9105
S -1.5537 -2.4899 -2.4575
Mn -1.4231 -1.9395 -0.3063
H -0.0064 0.7010 -3.8218
O -1.1295 -1.9462 3.7216
C 1.3737 2.2574 -3.2594
N -0.0399 -0.2555 0.8266
N 0.6804 0.8725 0.6801
S -3.0614 0.4344 -3.9495
S -3.1395 -0.5187 -0.4563
Cl 1.9008 2.7667 2.2173
C 1.7934 2.4427 -0.8901
S -5.1441 -2.1899 -2.9580
C 0.9575 1.3555 -0.6466
C -0.2066 -0.4589 2.1216
N 0.5458 -3.1181 -0.2004
C 0.5326 1.1831 -3.0168
C 1.9982 2.8776 -2.1908
H 2.6475 3.7265 -2.3626
*
```

***

No. 3
The following is a DFT calculation (ωB97M-V/def2-TZVPD) of a 5-piece molecular cluster, C11H9B2Br2NO19 overall at a distorted geometry.

Output
relative energy (zero: lowest compared OMol25 entry of this formula, charge and spin)	385.8	kJ/mol
E	-193394.9456	eV
E_LUMO	0.0539	Eh
max |F|	4.98	eV/A
HOMO	-3.15	eV

ORCA input file:
```
! RIJCOSX wB97M-V def2-TZVPD def2/J DEFGRID3
* xyz -2 1
O -15.2390 3.3064 14.5927
H -7.0439 10.7153 20.4018
O -3.3847 2.2173 22.1761
C -15.0523 10.3582 17.7605
H -7.7119 10.4027 18.9227
O -2.1713 4.9680 20.3167
O -12.0941 5.4452 17.1207
O -6.4957 9.0653 15.7864
C -13.0133 4.4412 13.9935
H -13.0332 10.9781 17.2628
C -14.1470 3.8173 14.8943
C -10.7113 3.6605 17.5538
H -8.6153 11.2481 19.8637
O -7.0463 8.8574 13.6690
C -7.1880 9.4023 14.8263
O -2.3731 2.9173 19.2668
B -2.5022 5.5266 21.6441
O -8.1595 10.3442 15.0257
B -12.3365 4.3923 16.0914
C -13.9723 11.3613 17.6620
C -11.1990 5.0755 17.9953
C -2.3691 3.6629 20.2656
C -2.8657 7.7078 22.1168
H -14.3251 12.2235 17.0960
H -15.9174 10.6470 18.3573
H -14.5481 9.4950 18.1949
H -8.2126 10.6020 14.1025
O -13.7388 4.0342 16.1388
O -11.4822 3.2764 16.5855
N -7.9043 10.5319 19.9057
Br -13.6152 11.9686 19.4965
O -10.8368 5.7699 19.0017
O -0.6896 8.0685 23.1066
O -12.0663 4.8808 14.7092
O -3.0697 4.3986 22.3938
Br -15.8692 9.9019 15.9667
O -3.4186 6.6810 21.5806
C -2.9043 3.2324 21.7345
O -3.3148 8.8640 22.2177
H -8.3706 9.6590 20.1073
O -1.2603 5.9849 22.3263
O -12.9256 4.4667 12.7668
C -1.5106 7.2669 22.6484
O -9.9154 2.9959 18.2087
*
```

***

No. 4
The following is a DFT calculation (ωB97M-V/def2-TZVPD) of C11H9Br2N7O3RuS2Se4 as an isolated structure at a distorted geometry.

Output
⟨S²⟩	8.795
relative energy (zero: lowest compared OMol25 entry of this formula, charge and spin)	194.5	kJ/mol
E	-453848.3445	eV
E_LUMO (spin up / spin down)	0.0767 / 0.0096	Eh
max |F|	1.47	eV/A
HOMO (spin up / spin down)	-3.27 / -4.87	eV

ORCA input file:
```
! RIJCOSX wB97M-V def2-TZVPD def2/J DEFGRID3
* xyz -1 6
H -2.9575 -1.8993 4.4494
H 2.3685 4.1812 0.8056
C 1.1047 2.5902 0.1289
N 0.9743 1.3557 -0.3594
C 1.2728 -3.1305 -2.3075
C 0.3237 -2.1661 -2.0787
H -0.7000 -2.3735 -2.3576
H 0.9971 -4.0920 -2.7099
S -2.4344 2.8467 -0.0883
N 0.5762 -0.9602 -1.5514
N -1.7434 -1.3053 1.7017
Se -2.7344 -0.9791 -1.1187
O -2.1251 1.5375 0.6246
N -0.4959 -0.9788 1.4189
O -1.5828 3.9273 0.3734
H 1.0917 -0.3634 2.7021
Ru -0.8080 0.3350 -0.7002
H 4.2718 0.5561 -0.4745
C 0.0590 -0.6459 2.5967
N -1.8724 -1.1491 2.9813
S -1.9485 2.3688 -2.0195
O -3.8481 3.1721 0.0083
C 3.3822 1.1430 -0.3039
C 3.4684 2.4043 0.2033
H -3.7369 -1.7283 2.9569
C 2.6064 -2.8071 -1.9798
Se -4.3988 0.7645 -0.9988
Br 5.1674 3.1253 0.6511
C 1.8917 -0.6458 -1.2234
N -0.7916 -0.7487 3.6049
Br 3.9636 -4.1027 -2.2515
H 0.1963 3.1541 0.3032
Se -3.4291 -2.6130 -2.4501
C 2.3223 3.1759 0.4185
C 2.9238 -1.5892 -1.4744
H 3.9442 -1.3399 -1.2266
C 2.1076 0.6138 -0.6251
N -3.0755 -1.3403 3.6162
Se -6.3318 -0.2935 -1.2459
*
```

***

No. 5
The following is a DFT calculation (ωB97M-V/def2-TZVPD) of a 2-piece molecular cluster, C11H9N3O overall at a distorted geometry.

Output
relative energy (zero: lowest compared OMol25 entry of this formula, charge and spin)	680.4	kJ/mol
E	-18065.1082	eV
E_LUMO (spin up / spin down)	-0.0032 / -0.0031	Eh
max |F|	3.63	eV/A
HOMO (spin up / spin down)	-7.43 / -7.43	eV

ORCA input file:
```
! RIJCOSX wB97M-V def2-TZVPD def2/J DEFGRID3
* xyz 0 1
C 0.0624 4.0521 -0.1195
C 1.1394 -0.1525 -1.9831
H -0.5359 4.2640 0.7587
C 0.5102 -2.1303 -0.0079
C -0.8687 2.2480 -1.3443
N 2.0945 -0.0331 -2.6396
O -0.8716 3.4665 -1.0327
H 0.7161 -4.1014 1.1333
C -0.0288 -0.0541 -1.1676
N -0.4102 1.1588 -1.1361
C -1.0173 -3.1180 1.4960
H 2.9426 -0.0870 0.3542
H 1.4529 -2.2589 -0.5256
H 0.5112 4.9716 -0.6300
N 1.6160 1.6262 0.5649
H -2.4117 -0.4495 0.0093
H -2.9924 -2.1880 1.5505
C 2.3153 0.7590 0.2917
C -1.5696 -1.0186 0.4024
C 0.2382 -3.1292 0.8606
H 0.8407 3.3252 0.0372
H -1.4283 -4.0253 2.1017
C -1.8928 -2.0810 1.2867
C -0.4122 -1.0444 -0.2607
*
```

***

No. 6
The following is a DFT calculation (ωB97M-V/def2-TZVPD) of C12AlB3O24 as an isolated structure at a distorted geometry.

Output
⟨S²⟩	0.758
E	-70223.5079	eV
E_LUMO (spin up / spin down)	-0.0213 / -0.1825	Eh
max |F|	5.77	eV/A
HOMO (spin up / spin down)	-7.68 / -7.68	eV

ORCA input file:
```
! RIJCOSX wB97M-V def2-TZVPD def2/J DEFGRID3
* xyz -1 2
B 4.1037 -7.4409 -29.8956
C 5.9630 -6.0569 -29.7064
C 1.8396 -7.4647 -30.1462
B 1.7879 -5.1438 -25.9071
O 3.5148 -8.2188 -28.7633
C 1.1326 -6.9499 -24.7724
O 0.8782 -8.1270 -24.5140
O -0.1686 -5.7175 -23.0697
O 3.1749 -4.5492 -25.8902
O 2.0623 -3.2420 -28.8306
O 6.7466 -5.1594 -29.2670
O 1.8163 -6.6062 -25.7863
C 9.5054 -4.6547 -24.0301
O 8.6608 -5.5516 -23.4754
B 9.3686 -6.4416 -22.6110
O 10.7498 -5.9881 -22.7651
O 2.9538 -7.1813 -30.7682
O 1.0597 -4.6308 -24.7264
O 0.6471 -7.3260 -30.4709
C 6.3783 -7.4175 -30.3240
O 4.4686 -3.5172 -27.3730
O 1.1824 -4.6211 -27.1775
C 10.8855 -4.9524 -23.4853
O 7.4763 -7.6564 -30.8087
O 8.9160 -6.3091 -21.1722
C 8.8545 -8.6198 -21.7196
O 1.4109 -8.6816 -27.9675
C 2.1564 -4.0016 -27.8819
O 9.2697 -3.9694 -25.0068
C 2.1814 -8.1893 -28.8373
Al 7.4447 -3.2727 -27.0869
O 8.6982 -9.8100 -21.6470
C 0.5626 -5.6778 -24.0612
O 9.1133 -7.8692 -22.8729
O 8.3175 -7.7609 -19.5074
C 8.6501 -7.5154 -20.6103
C 3.3988 -4.0643 -27.0398
O 11.9396 -4.4503 -23.9853
O 4.6746 -6.0865 -29.4607
O 5.3053 -8.1100 -30.5132
*
```

***

No. 7
The following is a DFT calculation (ωB97M-V/def2-TZVPD) of C12H10Ag2F2O9 as an isolated structure at a distorted geometry.

Output
⟨S²⟩	2.033
E	-44444.9283	eV
E_LUMO (spin up / spin down)	-0.3250 / -0.4050	Eh
max |F|	3.80	eV/A
HOMO (spin up / spin down)	-14.84 / -14.84	eV

ORCA input file:
```
! RIJCOSX wB97M-V def2-TZVPD def2/J DEFGRID3
* xyz 2 3
O 3.0113 -3.9234 -2.8538
C 2.5088 -1.9490 -1.6256
C 0.6995 -3.5229 -0.0886
H 2.0059 2.6204 -0.2876
C -2.0284 1.2348 1.1200
H -5.4397 2.3310 -1.5895
Ag 2.0922 0.1310 3.9940
C 2.3543 -3.3390 -2.0394
H 1.8426 0.0909 0.5879
H -0.0128 -4.1399 0.4475
C -3.3861 1.1358 1.2934
O 2.7910 3.1771 -0.1823
H 2.4579 4.0829 -0.2481
F 3.5053 1.9018 4.0765
H 1.7404 -5.5746 -2.2485
F 1.4165 1.2366 2.0372
O -1.2007 0.9419 2.1020
C 1.3946 -4.0981 -1.1398
C -2.4033 1.8109 -1.2475
C -1.3751 1.5905 -0.2175
C 0.8491 -2.0866 0.2476
O -0.2069 1.7608 -0.4069
C -4.3292 1.5698 0.2543
H -0.2734 1.2504 1.8447
O 0.2871 -1.5396 1.1569
C -3.7370 1.8111 -1.0645
O 1.2615 -5.3537 -1.4179
H 3.2337 -1.2906 -2.0906
O -4.5686 2.2325 -2.0225
Ag 2.9217 3.0681 2.1534
C 1.8257 -1.3813 -0.5902
H -2.0584 2.0405 -2.2504
H -3.7344 0.7125 2.2296
O -5.5226 1.5406 0.4288
O 2.0775 -0.0733 -0.3624
*
```